[1]
The following is a DFT calculation (ωB97M-V with the def2-TZVPD basis set) of a molecular structure, C9H21ClIO2P2Pt at a distorted geometry.

As for the electronic energy: -2064.59940 a.u. Its net charge is +3. The value obtained for the relative energy (zero: lowest compared OMol25 entry of this formula, charge and spin) is 247.0 kJ/mol. The multiplicity is 5. The LUMO energy (spin up / spin down) is -11.2 / -13.6 eV. The gap between HOMO and LUMO (spin up / spin down) is 0.2223 / 0.2321 hartree.

Cartesian coordinates (Å):
1 C 1.0521 -1.6058 -2.6041
2 C 1.3436 -3.0369 -2.4325
3 H 1.2108 -1.3153 -3.7366
4 H 1.6775 -1.0518 -1.9423
5 H -0.0544 -1.4653 -2.3439
6 O 1.7346 -4.1091 -3.1529
7 I 1.4177 -4.6802 -0.8939
8 Pt -0.3336 1.1979 0.1690
9 P -2.5758 0.1878 0.1624
10 C -2.6076 -1.6510 0.0655
11 C -3.8794 0.6852 1.3418
12 H -4.8823 0.4499 0.9823
13 H -4.0460 0.6092 -1.7958
14 H -3.7707 1.7710 1.5325
15 H -2.5921 1.7230 -1.6570
16 H -2.3031 -2.0217 1.0679
17 H -3.6992 0.1430 2.3125
18 C -2.9676 0.6950 -1.5880
19 H -3.5812 -2.0711 -0.1691
20 H -2.4147 0.0316 -2.2488
21 H -1.8784 -2.0440 -0.6555
22 P 1.8950 1.2767 1.2148
23 C 2.7435 -0.3910 1.3473
24 C 2.7103 2.0328 -0.1840
25 H 1.5713 3.0516 2.8106
26 H 3.2901 2.4043 2.9298
27 H 1.8871 1.4769 3.6396
28 C 2.1779 2.1114 2.7896
29 H 2.0028 2.8557 -0.5648
30 H 3.7443 2.4851 0.0739
31 H 3.7881 -0.3128 1.5815
32 H 2.6309 -0.9635 0.4172
33 H 2.8739 1.2859 -1.0053
34 H 2.2308 -0.9344 2.1337
35 Cl -0.9142 3.3825 0.4448
36 O 0.4349 -1.5921 -0.2619
37 C 0.0831 -0.6104 0.2197

Here is what natural (NBO) gives for the atomic charges, in e: atom 1 (C): -0.769, atom 2 (C): 0.382, atom 3 (H): 0.302, atom 4 (H): 0.260, atom 5 (H): 0.273, atom 6 (O): -0.365, atom 7 (I): 0.921, atom 8 (Pt): 0.469, atom 9 (P): 1.183, atom 10 (C): -0.966, atom 11 (C): -0.954, atom 12 (H): 0.311, atom 13 (H): 0.303, atom 14 (H): 0.298, atom 15 (H): 0.270, atom 16 (H): 0.264, atom 17 (H): 0.291, atom 18 (C): -0.923, atom 19 (H): 0.310, atom 20 (H): 0.250, atom 21 (H): 0.236, atom 22 (P): 1.238, atom 23 (C): -0.930, atom 24 (C): -1.032, atom 25 (H): 0.304, atom 26 (H): 0.328, atom 27 (H): 0.297, atom 28 (C): -0.997, atom 29 (H): 0.293, atom 30 (H): 0.328, atom 31 (H): 0.300, atom 32 (H): 0.229, atom 33 (H): 0.273, atom 34 (H): 0.257, atom 35 (Cl): -0.316, atom 36 (O): -0.476, atom 37 (C): 0.559

[2]
The following is a DFT calculation (ωB97M-V with the def2-TZVPD basis set) of a molecular structure, C9H21GdINOP2 at a distorted geometry.

As for the electronic energy: -2230.90840 a.u. Its net charge is +2. The multiplicity is 8. The LUMO energy (spin up / spin down) is -8.6 / -11.0 eV. The gap between HOMO and LUMO (spin up / spin down) is 0.2527 / 0.1637 hartree.

Cartesian coordinates (Å):
1 C 0.8994 -0.1067 -2.8847
2 I 2.9440 -0.1966 -2.2553
3 H 0.8740 -0.7714 -3.7683
4 H 0.5553 0.9178 -3.0301
5 H 0.3236 -0.3333 -1.9697
6 Gd -0.2396 0.0097 1.5578
7 P -0.1358 2.7552 0.3950
8 C -1.3227 4.0148 0.9911
9 C 1.4123 3.4221 1.1187
10 H 1.5582 4.4130 0.6839
11 H 0.4128 4.4348 -1.3103
12 H 2.2537 2.7769 0.8347
13 H 0.8331 2.8077 -1.8622
14 H -1.3261 4.0018 2.0903
15 H 1.2758 3.5207 2.2014
16 C 0.0781 3.3875 -1.3188
17 H -1.0051 5.0162 0.6694
18 H -0.8658 3.3801 -1.8790
19 H -2.3170 3.8165 0.5665
20 P 0.0030 -2.6094 0.2414
21 C -1.3233 -3.8150 0.6164
22 C 0.4961 -3.4033 -1.3376
23 H 2.2419 -2.6716 0.9740
24 H 1.5800 -4.3379 0.9971
25 H 1.1351 -3.2074 2.3157
26 C 1.3767 -3.2888 1.2494
27 H 1.3318 -2.8403 -1.7694
28 H 0.8035 -4.4519 -1.1832
29 H -0.9247 -4.8429 0.5280
30 H -2.1671 -3.6551 -0.0744
31 H -0.3820 -3.3583 -1.9959
32 H -1.6361 -3.5881 1.6411
33 C -2.3323 0.8090 0.2666
34 O -3.2815 1.2062 -0.2749
35 N -1.6580 -1.9469 3.9561
36 C -1.4715 -1.2651 3.0192

Here is what Mulliken gives for the atomic charges, in e: atom 1 (C): -0.579, atom 2 (I): 0.051, atom 3 (H): 0.418, atom 4 (H): 0.334, atom 5 (H): -0.116, atom 6 (Gd): 0.832, atom 7 (P): 0.605, atom 8 (C): -1.158, atom 9 (C): -1.212, atom 10 (H): 0.363, atom 11 (H): 0.440, atom 12 (H): 0.404, atom 13 (H): 0.302, atom 14 (H): 0.403, atom 15 (H): 0.430, atom 16 (C): -1.157, atom 17 (H): 0.376, atom 18 (H): 0.387, atom 19 (H): 0.377, atom 20 (P): 0.610, atom 21 (C): -1.136, atom 22 (C): -1.051, atom 23 (H): 0.413, atom 24 (H): 0.413, atom 25 (H): 0.435, atom 26 (C): -1.192, atom 27 (H): 0.243, atom 28 (H): 0.473, atom 29 (H): 0.403, atom 30 (H): 0.379, atom 31 (H): 0.400, atom 32 (H): 0.351, atom 33 (C): 0.296, atom 34 (O): -0.119, atom 35 (N): -0.276, atom 36 (C): -0.141

[3]
The following is a DFT calculation (ωB97M-V with the def2-TZVPD basis set) of a gas-phase ion, C9H21IN3 (charge +1) at a distorted geometry.

As for the electronic energy: -817.17165 a.u. Its net charge is +1. The value obtained for the relative energy (zero: lowest compared OMol25 entry of this formula, charge and spin) is 0.0 kJ/mol. The LUMO energy is -3.6 eV. The gap between HOMO and LUMO is 0.3295 hartree. The SMILES is CCC[C@@H](C)[C@@H](I)[C@@H](NC)/[NH+]=C/N.

Cartesian coordinates (Å):
1 C -1.1133 1.8213 -1.4197
2 C 3.6958 0.8592 0.5420
3 C 0.8863 -1.8731 -0.2929
4 C -3.3826 -2.1523 -0.8997
5 C 3.1975 -0.4362 1.2070
6 C 1.7427 -0.6281 1.6887
7 C 0.7919 -0.5319 0.4260
8 C -0.6369 -0.4223 0.9194
9 C -1.6765 -0.3853 -0.3856
10 N -1.3551 3.1684 -1.4788
11 N -2.9268 -1.0065 -0.0812
12 N -1.8417 1.0398 -0.6558
13 I -1.1152 1.1543 2.4232
14 H -0.1434 1.3931 -1.6317
15 H 3.4376 0.9165 -0.4987
16 H 4.7975 0.8873 0.5021
17 H 3.3949 1.7759 0.9307
18 H 0.1005 -2.7398 -0.2282
19 H 1.8006 -2.4107 -0.0581
20 H 0.9771 -1.7267 -1.4573
21 H -3.7284 -1.7885 -1.8890
22 H -2.5471 -2.8400 -1.0210
23 H -3.9771 -2.7137 -0.2872
24 H 4.0471 -0.7149 1.9841
25 H 3.4732 -1.3307 0.6360
26 H 1.3858 0.0338 2.4405
27 H 1.6939 -1.7328 1.9144
28 H 1.0133 0.3541 -0.1120
29 H -1.0136 -1.4033 1.3776
30 H -1.2427 -0.8563 -1.2561
31 H -0.5946 3.6976 -1.8700
32 H -2.2017 3.6072 -1.2311
33 H -3.1419 -1.2373 0.8554
34 H -2.6457 1.3701 -0.2181

Here is what natural (NBO) gives for the atomic charges, in e: atom 1 (C): 0.382, atom 2 (C): -0.624, atom 3 (C): -0.650, atom 4 (C): -0.401, atom 5 (C): -0.424, atom 6 (C): -0.384, atom 7 (C): -0.319, atom 8 (C): -0.248, atom 9 (C): 0.082, atom 10 (N): -0.732, atom 11 (N): -0.650, atom 12 (N): -0.493, atom 13 (I): 0.103, atom 14 (H): 0.230, atom 15 (H): 0.190, atom 16 (H): 0.231, atom 17 (H): 0.210, atom 18 (H): 0.238, atom 19 (H): 0.240, atom 20 (H): 0.218, atom 21 (H): 0.208, atom 22 (H): 0.177, atom 23 (H): 0.219, atom 24 (H): 0.228, atom 25 (H): 0.209, atom 26 (H): 0.218, atom 27 (H): 0.217, atom 28 (H): 0.198, atom 29 (H): 0.229, atom 30 (H): 0.222, atom 31 (H): 0.428, atom 32 (H): 0.429, atom 33 (H): 0.388, atom 34 (H): 0.430